(1)
The following is a quantum chemistry calculation of a single C23H24N4O3S molecule, from the OMol25 dataset.

Positions of all 55 atoms, in Å:
C (5.2865, -1.5955, 1.0158)
C (4.4029, -0.3880, 1.2469)
O (4.8286, 0.7358, 1.3622)
N (3.0795, -0.7308, 1.3262)
C (1.9652, 0.0926, 1.4388)
C (2.0508, 1.4832, 1.5063)
C (0.9039, 2.2483, 1.4924)
C (-0.3521, 1.6444, 1.4733)
C (-1.6209, 2.3818, 1.3195)
O (-2.6501, 2.0509, 1.8690)
C (-1.6055, 3.4734, 0.2688)
S (-1.9924, 2.6120, -1.3051)
C (-0.4774, 1.7714, -1.5439)
N (0.6846, 2.3362, -1.3906)
C (1.6004, 1.3459, -1.6314)
C (2.9897, 1.3819, -1.5985)
C (3.6616, 0.2125, -1.8806)
C (2.9815, -0.9701, -2.1832)
C (1.6030, -1.0273, -2.2255)
C (0.9217, 0.1461, -1.9471)
N (-0.4195, 0.4514, -1.8944)
C (-1.5152, -0.4375, -2.1729)
C (-1.7251, -1.4467, -1.0275)
O (-0.8901, -2.3042, -0.7942)
N (-2.8633, -1.3567, -0.3301)
C (-3.9235, -0.3684, -0.4279)
C (-4.7034, -0.5486, 0.8725)
C (-4.5776, -2.0470, 1.1361)
C (-3.1456, -2.3438, 0.7069)
C (-0.4282, 0.2523, 1.5213)
C (0.7102, -0.5177, 1.4730)
H (5.1802, -2.3024, 1.8361)
H (6.3220, -1.2741, 0.9543)
H (5.0060, -2.0885, 0.0876)
H (2.8573, -1.7102, 1.2060)
H (3.0188, 1.9536, 1.5259)
H (0.9915, 3.3235, 1.5150)
H (-0.6449, 3.9618, 0.1354)
H (-2.4167, 4.1843, 0.4160)
H (3.5112, 2.2927, -1.3567)
H (4.7412, 0.2075, -1.8633)
H (3.5508, -1.8638, -2.3955)
H (1.0784, -1.9451, -2.4367)
H (-2.4079, 0.1548, -2.3703)
H (-1.2640, -1.0214, -3.0656)
H (-3.5265, 0.6432, -0.5157)
H (-4.5586, -0.5818, -1.2969)
H (-5.7352, -0.2187, 0.7789)
H (-4.2244, 0.0252, 1.6663)
H (-4.7558, -2.3090, 2.1762)
H (-5.2814, -2.5982, 0.5110)
H (-3.0071, -3.3491, 0.3025)
H (-2.4421, -2.2195, 1.5370)
H (-1.4025, -0.2082, 1.5491)
H (0.6294, -1.5940, 1.4273)

- Highest occupied orbital energy: -7.969 eV
- LUMO: 0.304 eV
- HOMO-LUMO gap: 8.273 eV
- SMILES: CC(=O)Nc1ccc(C(=O)CSc2nc3ccccc3n2CC(=O)N2CCCC2)cc1


(2)
The following is a quantum chemistry calculation of a single C23H24N4O5S molecule at a distorted geometry, from the OMol25 dataset.

Positions of all 57 atoms, in Å:
C (7.5795, -2.7906, 1.8952)
O (7.1175, -1.4665, 1.7829)
C (5.8075, -1.2612, 1.4656)
C (4.8666, -2.2636, 1.2593)
C (3.5564, -1.9432, 0.9472)
C (3.1657, -0.6178, 0.8217)
N (1.8222, -0.2894, 0.5455)
S (1.0005, -1.0217, -0.7636)
O (1.1064, -2.4418, -0.6539)
O (1.4670, -0.4101, -1.9772)
C (-0.6692, -0.4542, -0.4709)
C (-0.9982, 0.6742, -1.1970)
C (-2.2948, 1.1714, -1.2195)
N (-2.5584, 2.3081, -1.9867)
C (-3.7245, 3.0073, -2.0925)
O (-4.7374, 2.7608, -1.4713)
C (-3.6480, 4.1553, -3.0494)
C (-4.4277, 5.2802, -2.7935)
C (-4.3747, 6.3405, -3.6835)
N (-3.6300, 6.3337, -4.7756)
C (-2.9082, 5.2575, -5.0314)
C (-2.8741, 4.1425, -4.2072)
C (-3.2725, 0.4837, -0.4990)
C (-2.9408, -0.6331, 0.2314)
C (-1.6268, -1.1394, 0.2946)
N (-1.3212, -2.2597, 1.0156)
C (-0.1732, -2.3385, 1.8928)
C (-0.6377, -2.1752, 3.3491)
O (-1.6115, -3.1301, 3.7048)
C (-2.7387, -3.0417, 2.8631)
C (-2.3264, -3.2284, 1.3972)
C (4.1090, 0.3870, 1.0210)
C (5.4100, 0.0705, 1.3460)
H (7.4627, -3.3386, 0.9548)
H (7.0647, -3.3300, 2.6969)
H (8.6384, -2.7129, 2.1369)
H (5.1362, -3.3044, 1.3393)
H (2.8370, -2.7253, 0.7748)
H (1.7030, 0.7110, 0.4499)
H (-0.2172, 1.1288, -1.7878)
H (-1.7640, 2.6492, -2.5104)
H (-5.0537, 5.3057, -1.9156)
H (-4.9564, 7.2377, -3.5201)
H (-2.3273, 5.2907, -5.9437)
H (-2.2839, 3.2828, -4.4889)
H (-4.2886, 0.8420, -0.5101)
H (-3.7230, -1.1222, 0.7892)
H (0.5463, -1.5600, 1.6562)
H (0.3008, -3.3158, 1.7629)
H (0.1978, -2.3240, 4.0342)
H (-1.0448, -1.1602, 3.4871)
H (-3.4202, -3.8322, 3.1817)
H (-3.2271, -2.0635, 2.9964)
H (-3.1868, -3.1725, 0.7325)
H (-1.8702, -4.2198, 1.2929)
H (3.8169, 1.4233, 0.9254)
H (6.1449, 0.8435, 1.5049)

- Highest occupied orbital energy: -7.817 eV
- LUMO: 0.090 eV
- HOMO-LUMO gap: 7.907 eV
- SMILES: COc1ccc(NS(=O)(=O)c2cc(NC(=O)c3ccncc3)ccc2N2CCOCC2)cc1


(3)
The following is a quantum chemistry calculation of a molecular structure, C23H25AuN2S2 at a distorted geometry, from the OMol25 dataset.

Positions of all 53 atoms, in Å:
Au (8.3514, 8.3338, 7.5735)
C (11.7223, 9.3466, 6.2321)
N (11.4402, 9.4757, 7.6388)
C (11.6764, 10.7589, 8.2365)
C (10.6524, 11.8328, 7.7812)
N (9.2491, 11.6057, 8.2135)
C (8.9989, 11.5928, 9.6271)
C (8.2744, 12.0722, 7.3304)
C (8.4928, 13.2223, 6.5360)
C (7.5209, 13.7315, 5.6824)
C (6.2672, 13.0940, 5.6273)
C (6.0228, 11.9049, 6.3584)
C (7.0165, 11.4119, 7.2182)
S (6.6357, 9.9011, 7.9602)
C (11.9615, 8.4179, 8.4000)
C (13.0005, 8.5578, 9.3491)
C (13.6904, 7.4456, 9.8177)
C (13.1934, 6.1835, 9.5702)
C (12.0490, 6.0420, 8.8186)
C (11.4084, 7.1154, 8.2103)
S (9.9974, 6.7212, 7.2709)
H (12.7992, 9.4634, 6.0422)
H (11.2602, 10.1235, 5.6357)
H (11.4073, 8.3427, 5.9158)
H (12.6652, 11.2221, 7.9757)
H (11.6128, 10.6329, 9.3347)
H (10.6903, 11.9362, 6.6762)
H (11.0539, 12.8206, 8.1701)
H (9.7202, 12.2076, 10.1094)
H (9.1007, 10.5821, 10.0943)
H (8.0187, 11.9756, 9.8491)
H (9.4486, 13.7602, 6.6640)
H (7.7411, 14.6707, 5.1598)
H (5.4781, 13.5065, 5.0114)
H (5.0748, 11.3953, 6.3252)
H (13.2531, 9.5513, 9.6426)
H (14.5762, 7.6240, 10.4664)
H (13.6647, 5.2779, 10.0152)
H (11.5561, 5.0551, 8.7497)
C (9.3510, 7.7218, 11.9825)
C (9.2666, 8.4253, 13.1547)
C (10.2749, 9.2445, 13.7281)
C (9.9772, 10.0754, 14.8120)
C (8.6867, 10.0776, 15.4009)
C (7.7332, 9.1996, 14.9154)
C (8.0068, 8.4053, 13.8618)
H (8.4888, 7.1751, 11.6437)
H (10.2540, 7.7144, 11.4003)
H (11.2728, 9.2691, 13.2794)
H (10.7127, 10.7780, 15.1869)
H (8.4536, 10.7741, 16.2293)
H (6.7148, 9.2374, 15.3414)
H (7.2348, 7.7051, 13.5446)

- Highest occupied orbital energy (spin up / spin down): -7.125 / -7.148 eV
- LUMO (spin up / spin down): 0.387 / -3.031 eV
- HOMO-LUMO gap (spin up / spin down): 7.511 / 4.117 eV
- Spin multiplicity: 3


no.,calculated total energy (Ha)
1,-1733.8578
2,-1884.2321
3,-1932.9096